Record 1
Computed, not measured: 4 unconnected molecules or ions with the total composition H8O4, with ωB97M-V/def2-TZVPD.

## Properties
E_HOMO (eV): -10.97
E_LUMO (eV): 0.5

Geometry (Å):
O: 0.40 0.39 0.43
H: 0.34 1.35 0.50
H: 0.68 0.09 1.31
O: -0.99 1.60 -2.77
H: -1.27 1.13 -1.98
H: -0.86 0.89 -3.41
O: -1.83 -0.83 -0.72
H: -2.50 -0.94 -0.03
H: -1.10 -0.33 -0.29
O: 2.17 -0.80 2.38
H: 2.03 -1.67 2.77
H: 2.94 -0.90 1.82

Record 2
Computed, not measured: a gas-phase ion, C7H18NOS (charge +1) in a non-equilibrium geometry, with ωB97M-V/def2-TZVPD.

## Properties
Total charge: +1
E_HOMO (eV): -13.36
E_LUMO (eV): -2.7

Geometry (Å):
C: -1.09 -3.04 -1.59
C: -1.34 -1.62 -1.18
N: -0.26 -1.08 -0.30
C: -0.15 0.39 -0.18
C: -1.24 1.02 0.73
C: -1.16 2.53 0.93
C: 1.52 0.77 0.36
C: 2.00 0.39 1.81
O: 1.73 2.07 -0.02
S: 2.39 -0.31 -0.91
H: -0.87 -3.61 -0.68
H: -1.91 -3.49 -2.22
H: -0.23 -2.97 -2.24
H: -2.14 -1.43 -0.52
H: -1.38 -0.96 -2.02
H: -0.36 -1.40 0.62
H: 0.66 -1.46 -0.58
H: -0.22 0.86 -1.22
H: -1.13 0.51 1.66
H: -2.26 0.65 0.47
H: -0.22 2.66 1.36
H: -1.23 3.05 -0.04
H: -1.98 2.83 1.48
H: 2.23 -0.63 1.85
H: 2.96 0.93 1.88
H: 1.22 0.87 2.47
H: 2.55 2.39 0.23
H: 1.92 0.06 -2.15

Record 3
Computed, not measured: 4 unconnected molecules or ions with the total composition C16H30ClFN4O4S in a non-equilibrium geometry, with ωB97M-V/def2-TZVPD.

## Properties
E_HOMO (eV): -9.96
E_LUMO (eV): -1.0

Geometry (Å):
C: 6.24 1.32 3.42
C: 5.49 2.35 2.37
Cl: 6.53 2.80 0.89
C: 4.02 1.66 1.95
N: 3.17 1.75 3.20
C: 2.58 0.42 3.62
O: 1.64 -0.18 2.66
O: 0.88 -0.95 3.41
S: 1.98 3.03 3.12
O: 0.82 2.79 2.12
O: 2.73 4.32 2.71
F: 1.44 3.29 4.76
H: 7.10 1.94 3.94
H: 5.47 1.03 4.27
H: 6.66 0.37 2.90
H: 5.21 3.32 2.99
H: 4.24 0.56 1.58
H: 3.52 2.30 1.09
H: 3.45 -0.38 3.82
H: 1.95 0.63 4.61
H: 0.00 -1.13 2.96
C: -0.43 -1.13 -2.38
C: -0.24 -1.48 -0.91
C: 0.21 -0.30 -0.06
C: 1.54 0.19 -0.44
N: 2.59 0.58 -0.74
H: 0.51 -0.80 -2.84
H: -0.79 -2.00 -2.93
H: -1.17 -0.32 -2.50
H: 0.48 -2.30 -0.83
H: -1.20 -1.86 -0.52
H: 0.23 -0.60 0.99
H: -0.53 0.52 -0.13
C: -4.41 3.95 -3.06
C: -3.09 3.84 -2.30
C: -2.10 2.88 -2.95
C: -2.57 1.49 -2.94
N: -2.96 0.40 -2.94
H: -4.94 2.99 -3.08
H: -5.07 4.68 -2.57
H: -4.25 4.27 -4.09
H: -3.29 3.54 -1.27
H: -2.64 4.84 -2.26
H: -1.15 2.94 -2.41
H: -1.89 3.20 -3.98
C: -2.56 -4.95 -2.55
C: -3.54 -5.66 -1.63
C: -3.88 -4.86 -0.37
C: -2.71 -4.66 0.50
N: -1.79 -4.50 1.18
H: -1.60 -4.79 -2.07
H: -2.39 -5.55 -3.45
H: -2.96 -3.98 -2.87
H: -3.13 -6.64 -1.35
H: -4.47 -5.86 -2.18
H: -4.66 -5.39 0.19
H: -4.30 -3.89 -0.66

Record 4
Computed, not measured: a molecular structure, C3H11NOS in a non-equilibrium geometry, with ωB97M-V/def2-TZVPD.

## Properties
E_HOMO (eV): -9.18
E_LUMO (eV): -0.1

Geometry (Å):
C: -2.25 -0.07 0.26
C: -0.76 -0.01 0.66
C: 0.01 -1.24 0.11
S: 1.75 -1.00 0.43
N: -2.85 1.22 0.24
H: -2.21 -0.48 -0.78
H: -2.87 -0.84 0.82
H: -0.68 0.12 1.75
H: -0.41 0.83 0.04
H: -0.33 -2.25 0.48
H: -0.30 -1.21 -0.97
H: 1.16 0.50 1.27
H: -3.79 1.27 -0.18
H: -2.94 1.62 1.17
H: 3.03 1.69 -1.51
H: 1.84 0.81 -1.71
O: 2.17 1.70 -1.90

Record 5
Computed, not measured: a gas-phase ion, C8H8N3O3 (charge +1) in a non-equilibrium geometry, with ωB97M-V/def2-TZVPD.

## Properties
Total charge: +1
E_HOMO (spin up / spin down) (eV): -12.25 / -12.66
E_LUMO (spin up / spin down) (eV): -5.7 / -5.1

Geometry (Å):
C: 2.71 -1.73 2.40
O: 2.19 -1.07 1.25
C: 0.97 -0.82 0.80
N: -0.21 -0.95 1.40
N: -1.42 -0.53 0.84
O: -2.38 -0.67 1.56
C: -1.35 0.21 -0.28
C: -2.45 0.91 -0.84
C: -2.27 1.78 -1.89
C: -1.03 1.86 -2.53
C: 0.08 1.14 -2.16
C: -0.08 0.37 -0.96
N: 1.07 -0.22 -0.46
O: 2.19 -0.07 -0.90
H: 3.77 -1.28 2.42
H: 2.63 -2.85 2.17
H: 2.33 -1.56 3.42
H: -0.32 -1.50 2.25
H: -3.36 0.93 -0.16
H: -3.06 2.47 -2.13
H: -0.96 2.50 -3.42
H: 0.96 1.07 -2.77

Results for E_tot: -8320.049, -21915.854, -57296.254, -17659.975, -19025.246 (in eV, following the order of the records).